The following is a DFT calculation (ωB97M-V/def2-TZVPD) of a molecular structure, C2H8CsO3.

```
14
C2H8CsO3 ωB97M-V/def2-TZVPD
Cs -0.98 0.87 0.97
O -0.69 1.07 3.30
H -1.20 1.14 4.11
H -0.83 0.17 3.00
C 0.31 0.55 -1.36
C 1.01 -0.90 -1.30
O 0.88 -1.65 -0.15
O -1.09 0.47 -1.41
H 0.60 1.20 -2.18
H 0.58 1.17 -0.51
H 2.09 -0.79 -1.33
H 0.77 -1.42 -2.23
H -0.08 -1.65 -0.11
H -1.37 -0.23 -0.81
```

Values from the calculation:
HOMO ... -14.8 eV
Electronic energy ... -326.4894 a.u.
Total charge ... +1
Spin multiplicity ... 1
Strongest force on any atom ... 3.8 eV Å⁻¹
Orbital gap ... 10.79 eV

These are the Mulliken partial charges, in e, on atoms 1 to 8:
1. Cs 1.07
2. O -0.62
3. H 0.31
4. H 0.31
5. C -0.78
6. C -0.16
7. O -0.42
8. O -0.55


The following is a DFT calculation (ωB97M-V/def2-TZVPD) of 11 unconnected molecules or ions with the total composition C34H86F3O13S.

```
137
C34H86F3O13S ωB97M-V/def2-TZVPD
C 0.43 0.43 -0.63
F 1.31 0.83 -1.54
F 1.06 0.20 0.54
F -0.48 1.38 -0.40
S -0.48 -1.21 -1.11
O -1.23 -0.83 -2.30
O 0.56 -2.21 -1.42
O -1.32 -1.57 0.05
C -0.77 8.00 -4.02
C 0.42 7.05 -4.22
O 0.20 5.88 -3.40
C 1.29 5.01 -3.35
C 1.01 3.97 -2.27
H -1.70 7.53 -4.34
H -0.87 8.41 -3.01
H -0.62 8.86 -4.68
H 0.45 6.86 -5.29
H 1.34 7.55 -3.93
H 1.45 4.57 -4.35
H 2.23 5.51 -3.12
H -0.01 3.61 -2.28
H 1.24 4.41 -1.30
H 1.63 3.08 -2.37
C 5.71 -1.69 3.44
C 5.56 -0.54 2.45
O 4.34 0.10 2.82
C 4.17 1.41 2.32
C 4.18 1.52 0.80
H 6.60 -2.28 3.23
H 5.85 -1.34 4.46
H 4.82 -2.32 3.38
H 6.38 0.18 2.53
H 5.46 -0.88 1.42
H 3.18 1.75 2.65
H 4.87 2.08 2.82
H 3.72 2.47 0.54
H 3.62 0.70 0.36
H 5.16 1.39 0.33
C 1.46 -3.94 1.47
C 1.21 -2.63 2.20
O 1.24 -2.99 3.57
C 1.58 -1.94 4.47
C 1.37 -2.51 5.88
H 0.69 -4.68 1.71
H 1.61 -3.85 0.40
H 2.39 -4.39 1.82
H 1.93 -1.84 1.94
H 0.28 -2.12 1.95
H 2.60 -1.59 4.33
H 0.85 -1.16 4.26
H 2.07 -3.29 6.18
H 0.35 -2.75 6.15
H 1.63 -1.70 6.56
C 0.94 3.58 4.23
C 0.45 2.33 3.51
O -0.98 2.25 3.69
C -1.45 1.10 3.01
C -2.90 0.98 3.49
H 2.03 3.65 4.27
H 0.62 4.50 3.74
H 0.51 3.65 5.24
H 0.67 2.33 2.44
H 0.96 1.42 3.82
H -1.29 1.19 1.94
H -0.95 0.20 3.39
H -3.45 0.14 3.07
H -3.49 1.86 3.24
H -2.92 0.89 4.58
C -5.84 1.76 0.46
C -4.86 1.43 -0.65
C -3.41 1.35 -0.16
O -5.22 0.14 -1.18
H -5.73 1.04 1.28
H -6.85 1.67 0.07
H -5.75 2.76 0.87
H -4.96 2.19 -1.43
H -2.79 0.63 -0.68
H -3.39 1.08 0.90
H -2.96 2.34 -0.24
H -5.51 -0.38 -0.42
C -0.74 -2.70 -5.23
C -1.65 -3.80 -5.80
C -0.87 -4.98 -6.36
O -2.45 -4.25 -4.69
H -0.07 -3.11 -4.47
H -1.28 -1.84 -4.84
H -0.04 -2.26 -5.95
H -2.28 -3.38 -6.57
H -1.55 -5.71 -6.80
H -0.24 -5.41 -5.58
H -0.20 -4.70 -7.18
H -1.88 -4.34 -3.91
C -1.38 6.27 -0.62
C -2.24 5.55 0.39
C -1.48 4.35 0.99
O -2.55 6.50 1.40
H -1.92 7.17 -0.92
H -1.14 5.71 -1.52
H -0.41 6.62 -0.25
H -3.12 5.11 -0.09
H -0.61 4.68 1.55
H -1.11 3.67 0.22
H -2.11 3.77 1.66
H -2.97 5.98 2.09
C 5.18 -2.09 -2.82
C 3.81 -1.54 -2.37
C 2.85 -1.41 -3.55
O 3.33 -2.54 -1.47
H 5.62 -1.51 -3.62
H 5.05 -3.12 -3.17
H 5.88 -2.09 -1.98
H 3.86 -0.57 -1.87
H 2.67 -2.37 -4.03
H 3.26 -0.75 -4.32
H 1.92 -0.90 -3.30
H 2.39 -2.35 -1.31
C -1.72 -4.93 -0.15
C -1.12 -5.61 -1.39
C -2.13 -6.57 -2.01
O -0.90 -4.60 -2.37
H -1.03 -4.23 0.32
H -1.90 -5.70 0.60
H -2.68 -4.46 -0.37
H -0.15 -6.07 -1.21
H -1.78 -6.94 -2.98
H -3.09 -6.14 -2.28
H -2.32 -7.43 -1.38
H -0.52 -3.83 -1.93
C -3.34 -3.11 4.36
C -2.44 -2.79 3.17
O -3.21 -2.41 2.04
H -4.03 -3.94 4.17
H -3.85 -2.20 4.68
H -2.67 -3.44 5.16
H -1.84 -3.67 2.90
H -1.75 -1.98 3.43
H -2.58 -2.16 1.35
```

Values from the calculation:
HOMO ... -7.1 eV
Electronic energy ... -3022.9661 a.u.
Total charge ... -1
Spin multiplicity ... 1
Strongest force on any atom ... 2.3 eV Å⁻¹
Orbital gap ... 9.42 eV

These are the Mulliken partial charges, in e, on atoms 1 to 8:
1. C 0.13
2. F 0.00
3. F 0.04
4. F -0.15
5. S -1.33
6. O -0.46
7. O 1.09
8. O 0.33


The following is a DFT calculation (ωB97M-V/def2-TZVPD) of 2 unconnected molecules or ions with the total composition C23H31N2.

```
56
C23H31N2 ωB97M-V/def2-TZVPD
C -4.73 2.60 2.11
C -3.89 1.62 1.35
C -3.24 0.59 2.02
C -2.49 -0.37 1.35
C -1.88 -1.44 2.23
C -2.36 -0.31 -0.06
C -1.61 -1.38 -0.85
C -2.30 -2.75 -0.78
C -0.13 -1.47 -0.44
C 0.69 -0.28 -0.96
C 2.04 0.04 -0.26
C 2.48 1.37 -0.36
C 1.62 2.45 -0.95
C 3.73 1.73 0.14
C 4.56 0.80 0.76
C 5.92 1.19 1.23
C 4.06 -0.49 0.96
C 2.82 -0.89 0.44
C 2.42 -2.31 0.78
C -3.03 0.73 -0.74
C -2.99 0.84 -2.24
C -3.77 1.68 -0.04
H -5.17 3.33 1.43
H -5.55 2.10 2.65
H -4.13 3.14 2.86
H -3.32 0.52 3.11
H -1.47 -2.29 1.70
H -1.10 -1.02 2.88
H -2.65 -1.83 2.91
H -1.62 -1.09 -1.91
H -3.33 -2.65 -1.16
H -1.77 -3.47 -1.41
H -2.35 -3.14 0.24
H -0.03 -1.50 0.65
H 0.30 -2.40 -0.86
H 0.04 0.61 -0.84
H 2.17 3.39 -0.92
H 1.33 2.26 -1.99
H 0.70 2.59 -0.36
H 4.05 2.77 0.06
H 6.43 0.34 1.70
H 6.54 1.54 0.39
H 5.89 2.01 1.96
H 4.65 -1.20 1.53
H 3.30 -2.86 1.13
H 1.69 -2.33 1.60
H 2.03 -2.87 -0.08
H -3.60 1.70 -2.55
H -1.98 1.01 -2.64
H -3.41 -0.05 -2.74
H -4.28 2.47 -0.59
C 0.92 -0.39 -2.38
N 2.69 -1.90 -2.69
N 3.38 -2.13 -3.53
H 1.49 0.40 -2.87
H 0.25 -1.01 -2.98
```

Values from the calculation:
HOMO ... -11.3 eV
Electronic energy ... -1004.2409 a.u.
Total charge ... +1
Spin multiplicity ... 1
Strongest force on any atom ... 3.8 eV Å⁻¹
Orbital gap ... 5.03 eV

These are the Mulliken partial charges, in e, on atoms 1 to 8:
1. C -1.49
2. C 0.60
3. C -0.75
4. C 1.47
5. C -2.32
6. C 0.22
7. C 0.53
8. C -1.75


The following is a DFT calculation (ωB97M-V/def2-TZVPD) of 4 unconnected molecules or ions with the total composition C19H27N2O7S.

```
56
C19H27N2O7S ωB97M-V/def2-TZVPD
C 3.32 7.81 2.10
C 3.24 7.05 0.97
C 1.81 6.63 0.41
C 1.99 6.64 -1.15
C 2.28 5.19 -1.77
S 3.00 5.50 -3.46
C 3.89 4.03 -3.99
N 3.49 3.21 -4.97
N 4.39 2.19 -5.09
C 5.30 2.44 -4.16
O 5.09 3.58 -3.44
H 4.11 8.59 2.16
H 2.65 7.68 2.99
H 4.17 6.75 0.41
H 1.65 5.59 0.80
H 2.88 7.26 -1.46
H 1.12 7.05 -1.72
H 2.96 4.62 -1.10
H 1.30 4.66 -1.79
H 6.16 1.77 -3.99
O -0.04 2.84 0.41
C 0.93 2.16 0.59
O 2.16 2.65 0.92
C 3.11 1.58 0.95
C 2.29 0.32 1.15
C 1.00 0.66 0.44
H 3.66 1.58 0.00
H 3.82 1.74 1.76
H 2.78 -0.58 0.77
H 2.10 0.17 2.21
H 1.04 0.41 -0.63
H 0.14 0.18 0.91
O -0.81 -2.34 2.54
C -1.72 -2.32 1.77
O -1.57 -2.20 0.42
C -2.86 -2.10 -0.20
C -3.83 -2.72 0.78
C -3.19 -2.38 2.12
H -3.07 -1.04 -0.39
H -2.84 -2.63 -1.16
H -4.85 -2.34 0.67
H -3.85 -3.80 0.65
H -3.51 -1.40 2.48
H -3.38 -3.15 2.86
O -3.37 -5.70 1.72
C -3.93 -6.64 1.23
O -5.27 -6.84 1.30
C -5.60 -8.10 0.70
C -4.44 -8.41 -0.23
C -3.27 -7.77 0.48
H -5.70 -8.85 1.49
H -6.54 -8.02 0.17
H -4.32 -9.48 -0.42
H -4.60 -7.92 -1.20
H -2.81 -8.45 1.21
H -2.52 -7.40 -0.22
```

Values from the calculation:
HOMO ... -1.4 eV
Electronic energy ... -1774.4286 a.u.
Total charge ... -1
Spin multiplicity ... 1
Strongest force on any atom ... 3.1 eV Å⁻¹
Orbital gap ... 2.86 eV

These are the Mulliken partial charges, in e, on atoms 1 to 8:
1. C -0.56
2. C -0.23
3. C -0.99
4. C -0.66
5. C -0.13
6. S -0.22
7. C 0.46
8. N -0.29


The following is a DFT calculation (ωB97M-V/def2-TZVPD) of 2 unconnected molecules or ions with the total composition C2BrF3O.

```
7
C2BrF3O ωB97M-V/def2-TZVPD
C -0.66 -0.35 0.67
C 0.48 0.42 -0.87
O 0.25 -0.59 1.39
F -1.43 -1.20 -0.01
F -1.41 0.78 0.73
F 0.96 1.52 -0.38
Br 1.81 -0.58 -1.54
```

Values from the calculation:
HOMO ... -10.6 eV
Electronic energy ... -3024.9545 a.u.
Total charge ... 0
Spin multiplicity ... 1
Strongest force on any atom ... 1.9 eV Å⁻¹
Orbital gap ... 9.00 eV

Per-atom Mulliken charges, elementary charge units:
1. C 0.79
2. C 0.02
3. O -0.42
4. F -0.19
5. F -0.21
6. F -0.06
7. Br 0.07